<1>
The following is a quantum chemistry calculation of the molecule C4H4N2O2, from OMol25.

Structure (XYZ):
```
12
Properties=species:S:1:pos:R:3
N 3.16 -1.63 0.16
C 2.55 -0.65 0.04
C 1.61 0.43 -0.20
C 0.37 0.17 -0.55
O -0.57 1.20 -0.52
C -1.85 0.75 -0.58
N -2.44 0.00 0.16
O -1.70 -0.38 1.27
H 1.81 1.47 -0.09
H -0.14 -0.77 -0.63
H -2.43 0.98 -1.49
H -2.20 -1.09 1.74
```

Values from the calculation:
LUMO energy in eV: 0.5
Kohn-Sham gap in eV: 10.481

<2>
The following is a quantum chemistry calculation of the molecule C4H4N2O2, from OMol25.

Structure (XYZ):
```
12
Properties=species:S:1:pos:R:3
C -0.74 1.65 -1.40
C -0.06 0.16 1.69
C 0.89 -1.21 -0.07
C -0.51 0.26 -1.27
N -0.75 2.80 -1.45
N -0.84 0.96 1.17
O 0.82 -0.73 1.22
O 0.72 -0.19 -1.13
H 0.00 0.18 2.87
H 1.85 -1.57 -0.30
H 0.02 -1.89 -0.31
H -1.41 -0.42 -1.02
```

Values from the calculation:
LUMO energy (alpha / beta) in eV: -0.7 / -1.1
Kohn-Sham gap (alpha / beta) in eV: 9.676 / 7.436

Verdict on stability: <1> comes out on top.

<1>
The following is a quantum chemistry calculation of the molecule C4H4N2O2, from OMol25.

Structure (XYZ):
```
12
Properties=species:S:1:pos:R:3
C 0.55 0.50 1.44
C 0.08 -0.49 -0.07
C -0.78 -0.49 -1.45
C -0.20 0.95 0.22
H 0.99 -1.73 1.39
H 1.09 -0.51 -0.44
H -1.19 -1.46 -1.98
H -1.23 1.02 0.42
N 0.05 -0.90 1.32
N -0.62 0.63 -1.96
O 1.29 0.97 2.17
O -0.04 1.52 -1.05
```

Values from the calculation:
LUMO energy in eV: 0.1
Kohn-Sham gap in eV: 10.171

<2>
The following is a quantum chemistry calculation of the molecule C4H4N2O2, from OMol25.

Structure (XYZ):
```
12
Properties=species:S:1:pos:R:3
C 0.45 -1.61 -0.14
N -0.04 -0.22 -0.14
C 0.89 0.71 0.13
O 2.11 0.66 0.24
C -0.12 1.95 0.43
N -1.29 1.66 0.37
C -1.32 0.27 -0.30
O -2.24 -0.42 -0.74
H -0.40 -2.23 0.45
H 0.45 -2.02 -1.27
H 1.53 -1.65 0.24
H -0.02 2.91 0.74
```

Values from the calculation:
LUMO energy in eV: -0.7
Kohn-Sham gap in eV: 9.573

Verdict on stability: <2> comes out on top.

<1>
The following is a quantum chemistry calculation of a cluster of 2 separate species, C5H8OS in total, from OMol25.

Structure (XYZ):
```
15
Properties=species:S:1:pos:R:3
C -3.68 -0.67 -0.08
S -2.73 0.84 -0.29
C -1.13 0.63 0.53
C -0.23 1.54 0.37
O 0.54 2.41 0.32
H -4.23 -0.73 -1.12
H -4.46 -0.52 0.66
H -2.98 -1.60 0.05
H -0.85 -0.46 0.74
C 2.88 -0.56 -0.58
C 3.75 0.11 0.20
H 3.26 -1.20 -1.41
H 1.79 -0.62 -0.35
H 3.34 0.67 1.01
H 4.74 0.15 -0.05
```

Values from the calculation:
LUMO energy in eV: 0.4
Kohn-Sham gap in eV: 8.364

<2>
The following is a quantum chemistry calculation of the molecule C5H8OS, from OMol25.

Structure (XYZ):
```
15
Properties=species:S:1:pos:R:3
C 0.90 1.65 0.03
C 0.53 0.16 0.02
S 2.09 -0.81 -0.14
C -0.40 -0.24 -1.14
C -1.35 -1.03 -0.71
C -1.37 -1.06 0.77
O -0.25 -0.24 1.11
H 0.45 2.26 -0.79
H 1.92 1.77 -0.03
H 0.72 2.07 1.00
H 2.63 -0.49 0.99
H -0.07 -0.17 -2.15
H -2.09 -1.38 -1.28
H -2.27 -0.47 0.96
H -1.46 -2.00 1.36
```

Values from the calculation:
LUMO energy in eV: 0.9
Kohn-Sham gap in eV: 9.879

Verdict on stability: <2> comes out on top.

<1>
The following is a quantum chemistry calculation of a structure of composition C5H8OS, from OMol25.

Structure (XYZ):
```
15
Properties=species:S:1:pos:R:3
C -2.00 -0.71 0.18
C -0.55 -0.40 -0.49
C 1.24 1.40 0.41
C 1.63 0.24 -0.40
C 0.71 -0.70 0.18
H -1.94 -1.92 0.36
H -2.90 -0.61 -0.73
H -2.33 -0.07 1.17
H -0.49 -0.83 -1.54
H 1.51 2.53 0.06
H 1.33 1.30 1.52
H 1.48 0.19 -1.50
H 0.68 -0.74 1.31
O 2.06 -1.12 -0.20
S -0.43 1.44 -0.33
```

Values from the calculation:
LUMO energy in eV: 0.9
Kohn-Sham gap in eV: 9.618

<2>
The following is a quantum chemistry calculation of a structure of composition C5H8OS, from OMol25.

Structure (XYZ):
```
15
Properties=species:S:1:pos:R:3
C -0.08 -0.01 -0.38
C -0.98 -0.92 0.23
C 1.23 0.22 0.46
C -2.38 -1.00 -0.22
C 1.96 1.47 0.01
O -0.23 0.59 -1.43
S 1.93 -1.32 -0.06
H -0.69 -1.43 1.13
H 1.03 0.22 1.53
H -3.07 -0.62 0.54
H -2.64 -2.06 -0.37
H -2.51 -0.46 -1.14
H 2.92 1.54 0.52
H 1.37 2.35 0.24
H 2.13 1.43 -1.06
```

Values from the calculation:
LUMO energy (alpha / beta) in eV: -2.4 / -2.4
Kohn-Sham gap (alpha / beta) in eV: 6.197 / 6.186

<3>
The following is a quantum chemistry calculation of a cluster of 2 separate species, C5H8OS in total, from OMol25.

Structure (XYZ):
```
15
Properties=species:S:1:pos:R:3
C -0.95 -0.48 -0.18
C 0.34 -1.28 -0.78
C 0.46 1.37 0.40
C -0.72 1.08 -0.52
C -2.06 0.36 -0.37
H -2.00 -1.11 1.28
H 0.35 -2.30 -0.28
H 0.49 -1.25 -1.84
H 0.22 1.64 1.58
H 1.05 2.32 0.10
H -0.33 0.97 -1.58
H -2.50 0.31 -1.28
H -2.62 0.22 0.61
O -0.65 -0.82 1.24
S 1.76 -0.03 0.01
```

Values from the calculation:
LUMO energy in eV: 0.1
Kohn-Sham gap in eV: 8.473

<4>
The following is a quantum chemistry calculation of the molecule C5H8OS, from OMol25.

Structure (XYZ):
```
15
Properties=species:S:1:pos:R:3
C -2.83 0.22 -0.49
O -1.76 -0.71 -0.25
C -0.57 -0.20 -0.12
C 0.52 -1.02 0.09
C 1.89 -0.61 0.42
C 2.32 0.81 0.31
S 3.24 -0.32 -0.79
H -3.75 -0.33 -0.67
H -2.59 0.90 -1.33
H -2.98 0.87 0.39
H -0.48 0.89 -0.08
H 0.18 -2.03 0.28
H 2.29 -1.18 1.24
H 1.68 1.49 -0.21
H 2.82 1.21 1.20
```

Values from the calculation:
LUMO energy in eV: 0.9
Kohn-Sham gap in eV: 9.171

Verdict on stability: <4> comes out on top.